A structure of composition C18H33CaCl2FLiN2O9PS, computed with ωB97M-V with the def2-TZVPD basis set.

Each line ends with the Löwdin charge.
Atoms and positions in Å:
C  -3.969  0.315  -2.017  -0.037
C  -4.866  -0.725  -1.401  -0.418
N  -6.009  -0.327  -1.014  0.159
C  -4.447  -2.178  -1.276  -0.123
C  -2.962  -2.463  -0.911  -0.278
C  -2.917  -4.005  -0.645  -0.462
P  -3.084  -5.124  -2.129  0.627
O  -4.634  -5.516  -2.026  -0.364
Cl  -2.921  -3.886  -3.816  0.233
N  -1.650  -4.206  0.102  0.070
C  -1.702  -3.103  1.035  -0.418
O  -1.334  -3.189  2.165  0.172
C  -2.301  -1.839  0.349  -0.291
C  -1.265  -0.813  -0.221  -0.150
C  0.229  -1.074  0.111  -0.317
C  0.613  -0.212  1.351  -0.075
C  1.081  -0.537  -1.144  -0.062
C  -3.186  -1.011  1.311  -0.174
S  -4.570  -1.806  2.129  0.685
O  -5.122  -0.766  2.951  -0.332
O  -4.153  -2.974  2.843  -0.302
H  -3.586  0.013  -2.994  0.094
H  -3.159  0.641  -1.361  0.037
H  -4.595  1.188  -2.197  0.083
H  -6.550  -1.107  -0.638  0.062
H  -5.146  -2.714  -0.636  0.097
H  -4.599  -2.615  -2.272  0.095
H  -2.446  -2.383  -1.872  0.069
H  -3.715  -4.133  0.099  0.118
H  -4.916  -5.300  -1.129  0.050
H  -0.912  -3.886  -0.537  0.120
H  -1.511  0.166  0.222  0.067
H  -1.402  -0.678  -1.291  0.092
H  0.512  -2.118  0.197  0.142
H  0.199  0.826  1.259  -0.020
H  0.203  -0.565  2.294  0.120
H  1.693  -0.089  1.402  0.079
H  1.429  0.501  -1.022  -0.014
H  1.974  -1.156  -1.206  0.110
H  0.560  -0.680  -2.091  0.099
H  -2.544  -0.682  2.130  0.123
H  -3.583  -0.129  0.809  0.096
H  -5.510  -2.141  1.212  0.071
C  3.081  2.839  4.243  -0.016
C  2.590  1.938  3.103  -0.771
O  3.047  0.780  3.090  -0.036
O  1.735  2.473  2.302  -0.137
H  3.763  2.303  4.900  0.091
H  3.597  3.721  3.842  0.082
H  2.232  3.186  4.829  0.091
C  7.437  2.964  -1.043  -0.056
C  6.912  3.880  -2.102  -0.168
O  5.488  3.579  -2.253  0.062
C  4.749  4.011  -1.264  -0.596
O  5.074  4.652  -0.292  0.135
O  3.479  3.537  -1.428  -0.006
C  2.634  3.832  -0.319  -0.067
H  7.210  1.935  -1.317  0.093
H  8.502  3.068  -0.913  0.094
H  6.967  3.173  -0.092  0.060
H  7.385  3.698  -3.064  0.128
H  7.070  4.930  -1.864  0.129
H  2.585  4.895  -0.099  0.128
H  2.937  3.274  0.559  0.075
H  1.639  3.501  -0.606  -0.013
Ca  0.258  1.946  -0.394  1.611
Cl  7.824  1.344  3.131  -0.748
Li  4.824  2.070  2.498  0.655
F  -6.247  -5.041  -3.567  -0.751

As for the spin multiplicity: 1. The value obtained for the HOMO energy is -0.2205 hartree. Its charge is 0. The LUMO energy comes out at -0.1659 Eh. The relative energy (zero: lowest compared OMol25 entry of this formula, charge and spin) comes out at 0.0 kJ/mol.

A cluster of 2 separate species, C5H10N2O in total, computed with ωB97M-V with the def2-TZVPD basis set.

Each line ends with the Löwdin charge.
Atoms and positions in Å:
C  -0.891  -1.198  0.948  -0.144
N  -0.298  -1.059  -0.383  -0.074
C  1.603  0.066  0.141  -0.220
N  2.356  -1.022  0.312  0.092
C  -0.802  -0.170  -1.216  -0.257
C  -1.323  1.110  -0.952  -0.229
C  1.309  1.293  0.046  -0.006
O  -2.084  1.492  0.140  -0.027
H  -1.815  0.990  0.916  0.058
H  3.340  -0.947  0.093  0.105
H  1.919  -1.901  0.073  0.091
H  -0.434  -0.261  -2.239  0.114
H  -1.601  1.711  -1.810  0.114
H  -1.972  -1.355  0.893  0.088
H  -0.687  -0.341  1.606  0.071
H  -0.451  -2.068  1.438  0.070
H  0.203  1.472  -0.560  0.087
H  1.626  2.188  0.553  0.068

As for the spin multiplicity: 1. The value obtained for the HOMO energy is -0.2773 hartree. Its charge is 0. The LUMO energy comes out at 0.0307 Eh. The relative energy (zero: lowest compared OMol25 entry of this formula, charge and spin) comes out at 526.9 kJ/mol.

A cluster of 2 separate species, C8H10N2O3S in total, computed with ωB97M-V with the def2-TZVPD basis set.

Each line ends with the Löwdin charge.
Atoms and positions in Å:
C  0.852  2.237  0.290  -0.115
N  1.682  1.191  0.808  -0.175
S  0.806  -0.003  1.560  0.670
O  1.825  -0.798  2.162  -0.282
O  -0.197  0.681  2.326  -0.309
C  0.042  -0.965  0.274  -0.276
C  0.763  -2.044  -0.203  -0.057
C  0.204  -2.925  -1.142  -0.049
C  -1.000  -2.517  -1.722  -0.060
C  -1.819  -1.470  -1.181  -0.030
C  -1.206  -0.648  -0.229  -0.075
H  0.291  1.788  -0.463  0.048
H  0.152  2.535  1.167  0.123
H  1.440  2.974  -0.105  0.059
H  2.604  1.036  0.541  0.093
H  1.694  -2.157  0.244  0.086
H  0.763  -3.820  -1.473  0.120
H  -1.470  -3.293  -2.266  0.086
H  -2.768  -1.098  -1.508  0.102
H  -1.756  0.247  0.033  0.113
N  -2.630  1.216  3.373  0.208
C  -3.436  0.550  2.801  -0.426
O  -4.362  0.053  2.311  0.140
H  -1.663  1.165  3.297  0.004

As for the spin multiplicity: 1. As for the SMILES: CNS(=O)(=O)c1ccccc1.N=C=O. The value obtained for the HOMO energy is -0.3617 hartree. Its charge is 0. The LUMO energy comes out at 0.0092 Eh. The relative energy (zero: lowest compared OMol25 entry of this formula, charge and spin) comes out at 134.1 kJ/mol.

Copy entry 2 word for word.
A cluster of 2 separate species, C5H10N2O in total, computed with ωB97M-V with the def2-TZVPD basis set.

Each line ends with the Löwdin charge.
Atoms and positions in Å:
C  -0.891  -1.198  0.948  -0.144
N  -0.298  -1.059  -0.383  -0.074
C  1.603  0.066  0.141  -0.220
N  2.356  -1.022  0.312  0.092
C  -0.802  -0.170  -1.216  -0.257
C  -1.323  1.110  -0.952  -0.229
C  1.309  1.293  0.046  -0.006
O  -2.084  1.492  0.140  -0.027
H  -1.815  0.990  0.916  0.058
H  3.340  -0.947  0.093  0.105
H  1.919  -1.901  0.073  0.091
H  -0.434  -0.261  -2.239  0.114
H  -1.601  1.711  -1.810  0.114
H  -1.972  -1.355  0.893  0.088
H  -0.687  -0.341  1.606  0.071
H  -0.451  -2.068  1.438  0.070
H  0.203  1.472  -0.560  0.087
H  1.626  2.188  0.553  0.068

As for the spin multiplicity: 1. The value obtained for the HOMO energy is -0.2773 hartree. Its charge is 0. The LUMO energy comes out at 0.0307 Eh. The relative energy (zero: lowest compared OMol25 entry of this formula, charge and spin) comes out at 526.9 kJ/mol.

Which formula does entry 3 have?
C8H10N2O3S

charge of number 2 (C5H10N2O)?
0